No. 1
{"formula": "C26H47N2O", "method": "the ωB97M-V functional and the def2-TZVPD basis", "symbols": ["C", "C", "C", "C", "C", "C", "C", "C", "C", "C", "C", "C", "C", "C", "C", "C", "N", "C", "C", "C", "C", "C", "O", "N", "C", "C", "C", "C", "C", "H", "H", "H", "H", "H", "H", "H", "H", "H", "H", "H", "H", "H", "H", "H", "H", "H", "H", "H", "H", "H", "H", "H", "H", "H", "H", "H", "H", "H", "H", "H", "H", "H", "H", "H", "H", "H", "H", "H", "H", "H", "H", "H", "H", "H", "H", "H"], "coordinates": [[-2.416, -3.256, 0.566], [-1.053, -2.644, 0.268], [-0.219, -3.540, -0.647], [1.192, -3.009, -0.900], [2.113, -3.145, 0.313], [3.584, -2.881, -0.014], [3.898, -1.411, -0.285], [5.369, -1.203, -0.645], [5.718, 0.270, -0.876], [5.890, 1.042, 0.433], [5.925, 2.562, 0.258], [4.670, 3.169, -0.376], [3.380, 2.730, 0.314], [2.152, 3.402, -0.296], [0.838, 2.911, 0.314], [0.530, 1.463, -0.097], [-0.730, 1.037, 0.480], [-0.751, 0.477, 1.695], [-1.945, 0.139, 2.300], [-3.139, 0.374, 1.634], [-3.104, 0.951, 0.364], [-4.331, 1.504, -0.335], [-4.345, 2.712, -0.485], [-5.298, 0.668, -0.716], [-5.196, -0.775, -0.667], [-6.177, -1.407, 0.317], [-6.489, 1.260, -1.318], [-7.426, 1.852, -0.272], [-1.869, 1.286, -0.169], [-2.296, -4.219, 1.053], [-2.975, -3.411, -0.355], [-2.998, -2.613, 1.225], [-0.521, -2.484, 1.208], [-1.188, -1.670, -0.217], [-0.150, -4.535, -0.204], [-0.740, -3.641, -1.602], [1.134, -1.965, -1.219], [1.629, -3.578, -1.723], [1.795, -2.469, 1.112], [2.025, -4.165, 0.695], [4.196, -3.216, 0.826], [3.869, -3.476, -0.883], [3.280, -1.048, -1.110], [3.651, -0.830, 0.608], [6.000, -1.605, 0.150], [5.584, -1.769, -1.554], [4.931, 0.720, -1.483], [6.646, 0.337, -1.445], [5.092, 0.779, 1.130], [6.827, 0.731, 0.899], [6.075, 3.013, 1.241], [6.783, 2.830, -0.360], [4.620, 2.897, -1.432], [4.752, 4.257, -0.328], [3.289, 1.649, 0.214], [3.438, 2.972, 1.377], [2.220, 4.479, -0.137], [2.139, 3.232, -1.374], [0.896, 2.976, 1.402], [0.019, 3.552, -0.020], [0.467, 1.398, -1.184], [1.321, 0.795, 0.250], [0.199, 0.306, 2.178], [-1.937, -0.304, 3.282], [-4.082, 0.128, 2.096], [-4.172, -1.045, -0.401], [-5.394, -1.166, -1.671], [-6.064, -0.982, 1.311], [-7.202, -1.256, -0.007], [-5.994, -2.477, 0.374], [-6.161, 2.058, -1.990], [-6.993, 0.488, -1.899], [-7.766, 1.095, 0.430], [-6.918, 2.641, 0.277], [-8.292, 2.281, -0.766], [-1.805, 1.776, -1.130]], "multiplicity": 1, "gap_ev": 8.45, "lumo_ev": -3.958, "total_charge": 1, "smiles": "CCCCCCCCCCCCCCCC[n+]1cccc(C(=O)N(CC)CC)c1"}

---

No. 2
{"formula": "C4H7INO", "method": "the ωB97M-V functional and the def2-TZVPD basis", "symbols": ["C", "C", "C", "C", "N", "O", "I", "H", "H", "H", "H", "H", "H", "H"], "coordinates": [[0.802, -0.783, 1.215], [1.859, -0.033, -0.789], [0.082, 1.278, 0.047], [-1.381, -0.732, -0.179], [-0.387, -0.009, 0.694], [1.086, 1.036, -0.955], [3.456, -0.228, -1.963], [0.660, -1.899, 1.082], [-0.762, 1.924, -0.562], [0.460, 1.941, 0.871], [-1.079, -0.886, -1.216], [-1.533, -1.778, 0.327], [-2.303, -0.118, -0.101], [-0.960, 0.286, 1.529]], "multiplicity": 1, "relative_energy_ev": 6.2316, "gap_ev": [8.18, 8.18], "lumo_ev": [-4.783, -4.783], "total_charge": 1}

---

No. 3
{"formula": "C2H5HgLiO2", "method": "the ωB97M-V functional and the def2-TZVPD basis", "symbols": ["H", "Li", "O", "C", "C", "O", "Hg", "H", "H", "H", "H"], "coordinates": [[1.450, 4.513, -1.309], [1.171, 2.094, -0.805], [-0.427, 0.949, 0.336], [0.263, -0.218, 0.078], [-0.224, -1.665, 0.291], [0.884, -2.346, -0.134], [-2.399, 0.406, 0.724], [1.008, -0.190, 0.923], [0.199, -0.322, -1.050], [-1.168, -1.654, -0.341], [-0.756, -1.567, 1.288]], "s_squared": 0.77, "multiplicity": 2, "relative_energy_ev": 2.6760, "gap_ev": [6.55, 4.65], "lumo_ev": [2.949, 1.055], "total_charge": -1}

---

No. 4
{"formula": "C4H6O2", "method": "the ωB97M-V functional and the def2-TZVPD basis", "symbols": ["O", "C", "C", "C", "C", "O", "H", "H", "H", "H", "H", "H"], "coordinates": [[-2.498, -0.718, 0.042], [-1.585, -0.951, -0.711], [-0.265, -0.221, -0.764], [0.128, 0.583, 0.461], [1.470, 0.494, 1.068], [1.121, 1.566, 0.210], [-1.680, -1.743, -1.483], [-0.330, 0.456, -1.633], [0.530, -0.923, -1.032], [-0.706, 0.923, 1.080], [1.640, 0.774, 2.110], [2.221, -0.192, 0.667]], "multiplicity": 1, "relative_energy_ev": 2.0286, "gap_ev": 10.93, "lumo_ev": 0.923, "total_charge": 0, "smiles": "O=CC[C@H]1CO1"}

---

No. 5
{"formula": "C24H60BO28", "method": "the ωB97M-V functional and the def2-TZVPD basis", "symbols": ["O", "C", "O", "B", "O", "C", "O", "O", "C", "O", "C", "O", "O", "C", "C", "O", "O", "H", "H", "H", "H", "H", "H", "C", "C", "O", "O", "H", "H", "H", "H", "H", "H", "C", "C", "O", "O", "H", "H", "H", "H", "H", "H", "C", "C", "O", "O", "H", "H", "H", "H", "H", "H", "C", "C", "O", "O", "H", "H", "H", "H", "H", "H", "C", "C", "O", "O", "H", "H", "H", "H", "H", "H", "C", "C", "O", "O", "H", "H", "H", "H", "H", "H", "C", "C", "O", "O", "H", "H", "H", "H", "H", "H", "C", "C", "O", "O", "H", "H", "H", "H", "H", "H", "C", "C", "O", "O", "H", "H", "H", "H", "H", "H"], "coordinates": [[0.686, 2.277, -3.851], [0.520, 1.393, -3.010], [-0.275, 1.391, -1.897], [-0.226, 0.142, -1.178], [0.830, -0.618, -1.881], [1.285, 0.039, -2.982], [2.180, -0.291, -3.733], [-1.462, -0.704, -1.093], [-1.716, -0.913, 0.151], [-2.617, -1.555, 0.620], [-0.656, -0.216, 1.064], [0.140, 0.428, 0.248], [-0.597, -0.156, 2.266], [-3.063, 3.345, -2.619], [-3.776, 2.802, -1.417], [-4.708, 3.718, -0.820], [-2.418, 4.595, -2.475], [-3.755, 3.203, -3.449], [-2.327, 2.568, -2.825], [-3.025, 2.704, -0.633], [-4.347, 1.920, -1.709], [-5.426, 3.833, -1.446], [-2.022, 4.645, -1.602], [0.067, -0.170, 6.923], [0.442, -0.529, 5.453], [1.585, -1.320, 5.418], [0.802, 0.900, 7.481], [0.111, -1.132, 7.432], [-0.967, 0.173, 6.971], [0.568, 0.439, 4.968], [-0.380, -1.037, 4.949], [2.323, -0.844, 5.806], [0.594, 1.663, 6.936], [-3.843, 0.319, 4.052], [-3.766, 0.738, 5.528], [-3.792, -0.379, 6.507], [-5.002, -0.364, 3.716], [-2.946, -0.271, 3.866], [-3.717, 1.177, 3.392], [-4.520, 1.456, 5.850], [-2.820, 1.265, 5.647], [-4.652, -0.805, 6.479], [-5.578, 0.242, 3.245], [-2.556, -3.259, 3.381], [-3.085, -3.555, 4.850], [-3.824, -4.811, 4.877], [-3.733, -3.047, 2.655], [-2.253, -4.200, 2.923], [-1.761, -2.513, 3.404], [-3.706, -2.747, 5.238], [-2.241, -3.633, 5.535], [-3.893, -5.154, 5.771], [-3.533, -2.387, 1.987], [4.493, -2.839, -4.131], [3.709, -3.127, -5.448], [4.626, -3.316, -6.558], [5.160, -4.000, -3.591], [3.803, -2.528, -3.347], [5.272, -2.077, -4.147], [3.005, -2.308, -5.593], [3.174, -4.071, -5.347], [4.325, -4.154, -6.915], [4.584, -4.756, -3.718], [3.438, -0.337, 1.563], [4.199, 1.045, 1.683], [5.492, 1.100, 1.079], [4.131, -1.212, 2.442], [3.433, -0.740, 0.550], [2.430, -0.176, 1.947], [4.316, 1.358, 2.721], [3.505, 1.804, 1.322], [6.146, 0.499, 1.444], [3.689, -2.065, 2.446], [3.109, 4.077, -5.407], [3.401, 5.618, -5.538], [3.466, 5.994, -6.892], [4.292, 3.403, -5.825], [2.306, 3.773, -6.078], [2.829, 4.047, -4.354], [4.289, 5.797, -4.932], [2.560, 6.133, -5.073], [3.988, 5.395, -7.431], [4.065, 2.810, -6.545], [0.105, 4.277, -0.126], [0.918, 5.038, -1.220], [1.327, 6.259, -0.536], [-1.105, 4.813, -0.089], [0.452, 4.178, 0.903], [-0.049, 3.263, -0.496], [0.221, 5.250, -2.031], [1.777, 4.454, -1.553], [1.820, 6.016, 0.251], [-0.998, 5.592, 0.462], [0.638, -3.538, 0.721], [2.161, -3.565, 0.415], [2.916, -3.636, 1.646], [0.151, -4.776, 1.203], [0.172, -3.332, -0.242], [0.375, -2.822, 1.500], [2.394, -2.692, -0.194], [2.427, -4.433, -0.188], [2.793, -4.472, 2.102], [0.468, -4.803, 2.109], [-3.650, -1.930, -3.243], [-2.630, -3.058, -2.892], [-2.485, -3.984, -3.962], [-4.977, -2.529, -3.411], [-3.318, -1.356, -4.108], [-3.685, -1.181, -2.453], [-3.039, -3.628, -2.057], [-1.645, -2.687, -2.608], [-2.392, -4.839, -3.536], [-5.525, -1.784, -3.666]], "s_squared": 0.75, "multiplicity": 2, "relative_energy_ev": 0.0365, "gap_ev": [2.27, 6.22], "lumo_ev": [3.592, 3.592], "total_charge": -2}

---

No. 6
{"formula": "C4H10N2O2", "method": "the ωB97M-V functional and the def2-TZVPD basis", "symbols": ["C", "C", "C", "N", "C", "N", "H", "H", "H", "H", "H", "H", "O", "H", "H", "O", "H", "H"], "coordinates": [[-1.234, -1.865, 2.022], [-0.312, -0.850, 1.459], [0.322, 0.201, 1.995], [0.766, 0.929, 0.861], [0.625, 0.131, -0.215], [-0.171, -0.907, 0.069], [-1.152, -2.827, 1.539], [-1.134, -2.205, 3.077], [-2.247, -1.470, 1.805], [0.139, 0.835, 2.830], [1.269, 1.803, 0.922], [0.984, 0.367, -1.183], [1.344, 2.026, -2.149], [0.444, 2.172, -2.444], [1.923, 2.645, -2.590], [-0.710, -0.119, -2.910], [-1.055, -0.471, -2.088], [0.198, -0.395, -2.999]], "multiplicity": 1, "relative_energy_ev": 1.9513, "gap_ev": 9.27, "lumo_ev": 0.577, "total_charge": 0, "smiles": "Cc1c[nH]cn1.O.O"}